A cluster of 11 separate species, C54H92N2O29 in total at a distorted geometry. Source: OMol25; level of theory: ωB97M-V with the def2-TZVPD basis set.

Bonds (Å) are listed after each position.
Cartesian coordinates (Å):
1 C 2.2361 -6.1459 3.4684  C2 1.574, H12 1.095, H13 1.089, H14 1.092
2 C 1.7353 -5.0069 2.5052  C1 1.574, C3 1.569, C4 1.626, N10 1.473
3 C 2.4445 -5.0861 1.1079  C2 1.569, H15 1.091, H16 1.090, H17 1.090
4 C 0.1154 -4.9522 2.3765  C2 1.626, C5 1.554, H18 1.091, H19 1.089
5 C -0.4155 -3.5296 2.0482  C4 1.554, C6 1.525, H20 1.094, H21 1.093
6 C 0.0723 -2.4634 3.0231  C5 1.525, C7 1.569, H22 1.092, H23 1.090
7 C 1.6140 -2.4471 3.3155  C6 1.569, C8 1.587, C9 1.496, N10 1.473
8 C 2.1924 -1.3872 2.2862  C7 1.587, H24 1.089, H25 1.091, H26 1.091
9 C 1.8759 -2.0351 4.7295  C7 1.496, H27 1.089, H28 1.090, H29 1.093
10 N 2.2382 -3.7679 3.1233  C2 1.473, C7 1.473, O11 1.429
11 O 3.6639 -3.6776 3.0950  N10 1.429, H30 0.963
12 H 1.6333 -7.0591 3.4379  C1 1.095
13 H 3.2609 -6.4806 3.3157  C1 1.089
14 H 1.9126 -5.9578 4.4940  C1 1.092
15 H 3.4552 -5.4203 1.3457  C3 1.091
16 H 1.9635 -5.7981 0.4371  C3 1.090
17 H 2.6481 -4.1245 0.6378  C3 1.090
18 H -0.0167 -5.5250 1.4576  C4 1.091
19 H -0.4110 -5.4446 3.1931  C4 1.089
20 H -0.1887 -3.2731 1.0096  C5 1.094
21 H -1.4918 -3.6040 1.8758  C5 1.093
22 H -0.4721 -2.6226 3.9560  C6 1.092
23 H -0.2620 -1.4889 2.6665  C6 1.090
24 H 1.8325 -0.3749 2.4652  C8 1.089
25 H 1.9432 -1.6642 1.2608  C8 1.091
26 H 3.2819 -1.4107 2.3392  C8 1.091
27 H 2.8872 -2.3147 5.0221  C9 1.089
28 H 1.0699 -2.3173 5.4062  C9 1.090
29 H 1.8819 -0.9445 4.7976  C9 1.093
30 H 3.7857 -4.3252 3.7973  O11 0.963
31 C -2.2981 -4.1955 -1.4642  C32 1.556, H42 1.090, H43 1.090, H44 1.093
32 C -1.3761 -3.8418 -2.6664  C31 1.556, C33 1.491, C34 1.564, N40 1.524
33 C -0.1670 -3.1524 -2.1318  C32 1.491, H45 1.093, H46 1.091, H47 1.091
34 C -1.0145 -5.2303 -3.2894  C32 1.564, C35 1.553, H48 1.092, H49 1.091
35 C -0.3893 -4.9894 -4.6903  C34 1.553, C36 1.537, H50 1.089, H51 1.092
36 C -1.4881 -4.3181 -5.5303  C35 1.537, C37 1.517, H52 1.091, H53 1.092
37 C -1.8688 -2.9251 -5.0671  C36 1.517, C38 1.548, C39 1.550, N40 1.499
38 C -0.7251 -1.9405 -5.4131  C37 1.548, H54 1.090, H55 1.091, H56 1.092
39 C -3.1878 -2.6453 -5.8318  C37 1.550, H57 1.090, H58 1.093, H59 1.090
40 N -2.2074 -2.9790 -3.6083  C32 1.524, C37 1.499, O41 1.396
41 O -2.6119 -1.7485 -3.0876  N40 1.396, H60 0.962
42 H -3.2818 -4.3619 -1.9044  C31 1.090
43 H -1.9927 -4.9778 -0.7699  C31 1.090
44 H -2.4090 -3.3233 -0.8156  C31 1.093
45 H 0.2944 -3.7989 -1.3813  C33 1.093
46 H 0.6637 -2.9267 -2.8015  C33 1.091
47 H -0.3709 -2.2275 -1.5906  C33 1.091
48 H -0.2836 -5.7959 -2.7070  C34 1.092
49 H -1.7693 -6.0163 -3.3428  C34 1.091
50 H 0.5601 -4.4554 -4.6989  C35 1.089
51 H -0.2591 -5.9308 -5.2274  C35 1.092
52 H -2.3234 -5.0192 -5.5514  C36 1.091
53 H -1.2156 -4.1774 -6.5778  C36 1.092
54 H -0.7277 -0.8814 -5.1551  C38 1.090
55 H -0.6224 -2.0724 -6.4915  C38 1.091
56 H 0.2246 -2.2314 -4.9604  C38 1.092
57 H -3.2442 -2.7376 -6.9166  C39 1.090
58 H -3.4854 -1.6076 -5.6639  C39 1.093
59 H -3.9749 -3.2548 -5.3874  C39 1.090
60 H -3.5071 -1.9946 -2.8360  O41 0.962
61 C -1.8048 0.3442 0.4276  C62 1.523, H68 1.090, H69 1.091, H70 1.090
62 C -0.8186 0.5658 -0.7122  C61 1.523, C63 1.555, O67 1.388, H71 1.091
63 C -0.4693 2.0698 -0.8963  C62 1.555, O64 1.407, H72 1.091, H73 1.091
64 O 0.8757 2.1235 -0.4858  C63 1.407, C65 1.313
65 C 1.3698 0.9379 -0.2114  O64 1.313, O66 1.207, O67 1.327
66 O 2.5241 0.7520 0.0896  C65 1.207
67 O 0.3910 0.0443 -0.2750  C62 1.388, C65 1.327
68 H -2.5304 1.1570 0.4470  C61 1.090
69 H -1.2753 0.3398 1.3811  C61 1.091
70 H -2.1894 -0.6608 0.2516  C61 1.090
71 H -1.3581 0.1455 -1.5616  C62 1.091
72 H -1.0163 2.7859 -0.2806  C63 1.091
73 H -0.7853 2.3456 -1.9039  C63 1.091
74 C -0.8779 4.3600 4.5037  C75 1.484, H81 1.090, H82 1.096, H83 1.090
75 C -2.0389 4.7471 3.6644  C74 1.484, C76 1.493, O80 1.450, H84 1.091
76 C -1.7188 5.5175 2.4265  C75 1.493, O77 1.487, H85 1.091, H86 1.089
77 O -2.7181 4.9712 1.4709  C76 1.487, C78 1.325
78 C -3.0409 3.7616 1.9064  O77 1.325, O79 1.210, O80 1.327
79 O -3.8623 3.0251 1.4087  C78 1.210
80 O -2.5070 3.5001 3.0926  C75 1.450, C78 1.327
81 H -1.0554 3.8537 5.4520  C74 1.090
82 H -0.5030 5.2834 4.9607  C74 1.096
83 H 0.0503 4.0321 4.0358  C74 1.090
84 H -2.8305 5.1478 4.2991  C75 1.091
85 H -0.6752 5.3035 2.1901  C76 1.091
86 H -1.8109 6.5959 2.3095  C76 1.089
87 C 3.5922 -1.8258 -3.4138  C88 1.523, H94 1.089, H95 1.091, H96 1.090
88 C 3.2734 -0.4215 -2.9182  C87 1.523, C89 1.499, O93 1.406, H97 1.092
89 C 3.9935 0.7339 -3.5465  C88 1.499, O90 1.429, H98 1.090, H99 1.091
90 O 2.9609 1.2742 -4.3731  C89 1.429, C91 1.316
91 C 1.7647 1.0525 -3.8720  O90 1.316, O92 1.184, O93 1.415
92 O 0.7213 1.5065 -4.1980  C91 1.184
93 O 1.9133 -0.0873 -3.0467  C88 1.406, C91 1.415
94 H 4.5681 -2.1072 -3.0200  C87 1.089
95 H 3.5415 -1.8177 -4.5036  C87 1.091
96 H 2.8367 -2.5315 -3.0696  C87 1.090
97 H 3.4488 -0.4014 -1.8406  C88 1.092
98 H 4.8718 0.4167 -4.1096  C89 1.090
99 H 4.4318 1.4403 -2.8404  C89 1.091
100 C -6.2737 -0.0646 5.2635  C101 1.561, H107 1.090, H108 1.090, H109 1.091
101 C -5.0002 -0.5717 4.5159  C100 1.561, C102 1.527, O106 1.403, H110 1.091
102 C -4.5180 0.1110 3.2377  C101 1.527, O103 1.415, H111 1.090, H112 1.089
103 O -3.2014 0.5277 3.5444  C102 1.415, C104 1.261
104 C -2.9496 0.3226 4.7624  O103 1.261, O105 1.233, O106 1.297
105 O -1.8838 0.6043 5.3138  C104 1.233
106 O -3.9371 -0.2536 5.3742  C101 1.403, C104 1.297
107 H -6.0261 0.6575 6.0413  C100 1.090
108 H -6.7537 -0.8988 5.7760  C100 1.090
109 H -7.0702 0.3935 4.6762  C100 1.091
110 H -5.2583 -1.5813 4.1920  C101 1.091
111 H -5.1225 0.9852 2.9957  C102 1.090
112 H -4.5166 -0.5655 2.3840  C102 1.089
113 C -2.1087 1.9066 -5.0869  C114 1.570, H120 1.088, H121 1.088, H122 1.091
114 C -2.9002 2.9553 -4.2268  C113 1.570, C115 1.496, O119 1.432, H123 1.091
115 C -3.6163 2.4488 -3.0151  C114 1.496, O116 1.433, H124 1.091, H125 1.089
116 O -3.5088 3.5527 -2.1076  C115 1.433, C117 1.325
117 C -2.5243 4.3567 -2.4815  O116 1.325, O118 1.256, O119 1.337
118 O -2.2266 5.4578 -1.9564  C117 1.256
119 O -2.0004 3.8892 -3.6194  C114 1.432, C117 1.337
120 H -1.7801 1.1366 -4.3915  C113 1.088
121 H -1.3291 2.3073 -5.7311  C113 1.088
122 H -2.8833 1.5449 -5.7655  C113 1.091
123 H -3.6165 3.5104 -4.8351  C114 1.091
124 H -3.1136 1.6251 -2.5071  C115 1.091
125 H -4.6102 2.1825 -3.3717  C115 1.089
126 C -7.9261 1.2792 1.9282  C127 1.478, H133 1.090, H134 1.092, H135 1.090
127 C -7.5512 1.2207 0.4999  C126 1.478, C128 1.483, O132 1.452, H136 1.092
128 C -6.6448 2.2451 -0.0728  C127 1.483, O129 1.416, H137 1.089, H138 1.090
129 O -5.6051 1.5224 -0.7067  C128 1.416, C130 1.338
130 C -5.7175 0.2184 -0.4292  O129 1.338, O131 1.201, O132 1.401
131 O -4.8570 -0.5662 -0.7237  C130 1.201
132 O -6.8177 -0.0290 0.4014  C127 1.452, C130 1.401
133 H -8.4032 0.3518 2.2435  C126 1.090
134 H -8.6381 2.0922 2.0814  C126 1.092
135 H -7.0744 1.4512 2.5859  C126 1.090
136 H -8.4417 0.9191 -0.0550  C127 1.092
137 H -6.2358 2.9195 0.6786  C128 1.089
138 H -7.2086 2.7597 -0.8511  C128 1.090
139 C 6.4964 -0.4951 -0.4714  C140 1.541, H146 1.093, H147 1.092, H148 1.093
140 C 5.6802 -1.3890 0.4831  C139 1.541, C141 1.496, O145 1.399, H149 1.090
141 C 5.4855 -2.8018 0.0308  C140 1.496, O142 1.407, H150 1.089, H151 1.091
142 O 6.4491 -3.5645 0.7161  C141 1.407, C143 1.324
143 C 6.8924 -2.8439 1.7341  O142 1.324, O144 1.175, O145 1.346
144 O 7.5367 -3.2258 2.6391  C143 1.175
145 O 6.4964 -1.5635 1.6064  C140 1.399, C143 1.346
146 H 5.8914 -0.1718 -1.3227  C139 1.093
147 H 7.4509 -0.7804 -0.9179  C139 1.092
148 H 6.8237 0.4810 -0.1051  C139 1.093
149 H 4.7273 -0.8769 0.6180  C140 1.090
150 H 5.5771 -2.8748 -1.0522  C141 1.089
151 H 4.4852 -3.0930 0.3541  C141 1.091
152 C 6.5278 3.9504 1.5201  C153 1.560, H159 1.092, H160 1.090, H161 1.092
153 C 5.1826 3.1853 1.3261  C152 1.560, C154 1.572, O158 1.359, H162 1.090
154 C 5.0809 1.8785 2.1933  C153 1.572, O155 1.456, H163 1.088, H164 1.089
155 O 4.2048 2.3102 3.2729  C154 1.456, C156 1.351
156 C 3.9194 3.6210 3.1138  O155 1.351, O157 1.250, O158 1.314
157 O 3.1153 4.3023 3.7863  C156 1.250
158 O 4.2407 3.9849 1.8927  C153 1.359, C156 1.314
159 H 7.3600 3.4229 1.0485  C152 1.092
160 H 6.7256 4.2867 2.5378  C152 1.090
161 H 6.6597 4.8669 0.9406  C152 1.092
162 H 5.0759 2.8554 0.2932  C153 1.090
163 H 6.0187 1.5743 2.6542  C154 1.088
164 H 4.4892 1.1426 1.6511  C154 1.089
165 C 1.7460 6.6326 0.8274  C166 1.575, H172 1.088, H173 1.089, H174 1.091
166 C 2.0383 5.3709 -0.0692  C165 1.575, C167 1.517, O171 1.448, H175 1.089
167 C 1.5385 5.5863 -1.4848  C166 1.517, O168 1.367, H176 1.093, H177 1.090
168 O 2.5679 5.1516 -2.2718  C167 1.367, C169 1.372
169 C 3.7377 5.1148 -1.5549  O168 1.372, O170 1.196, O171 1.317
170 O 4.8048 4.8166 -2.0057  C169 1.196
171 O 3.4632 5.4523 -0.3119  C166 1.448, C169 1.317
172 H 2.0256 7.5319 0.2829  C165 1.088
173 H 2.2603 6.4338 1.7669  C165 1.089
174 H 0.6660 6.6389 0.9786  C165 1.091
175 H 1.7687 4.4008 0.3467  C166 1.089
176 H 1.4478 6.6649 -1.6397  C167 1.093
177 H 0.5224 5.2231 -1.6420  C167 1.090

Calculated values
energy	-119842.762	eV
LUMO energy	0.273	eV
E_HOMO	-7.548	eV
SMILES	CC1(C)CCCC(C)(C)N1O.CC1(C)CCCC(C)(C)N1O.C[C@H]1COC(=O)O1.C[C@H]1COC(=O)O1.C[C@H]1COC(=O)O1.C[C@H]1COC(=O)O1.C[C@H]1COC(=O)O1.C[C@H]1COC(=O)O1.C[C@H]1COC(=O)O1.C[C@H]1COC(=O)O1.C[C@H]1COC(=O)O1